1.
{"formula": "C31H47N10O2PSTi", "method": "wB97M-V/def2-TZVPD", "symbols": ["Ti", "O", "C", "N", "C", "O", "C", "C", "C", "C", "C", "N", "C", "C", "C", "C", "C", "N", "H", "H", "H", "H", "H", "H", "H", "H", "C", "N", "C", "C", "N", "C", "C", "N", "C", "C", "N", "C", "N", "C", "C", "C", "N", "C", "H", "H", "H", "H", "H", "H", "H", "H", "H", "H", "H", "H", "H", "H", "H", "H", "H", "H", "H", "H", "H", "H", "H", "H", "C", "C", "P", "C", "C", "C", "C", "H", "H", "H", "H", "H", "H", "H", "H", "H", "H", "H", "H", "H", "H", "H", "S", "C", "N"], "positions_angstrom": [[-0.117, -1.019, 0.107], [1.622, -3.472, -1.674], [1.633, -3.051, -0.545], [0.564, -3.052, 0.342], [0.894, -3.333, 1.641], [1.695, -4.174, 1.997], [0.253, -2.464, 2.695], [0.222, -2.857, 4.024], [-0.235, -1.952, 4.966], [-0.617, -0.680, 4.558], [-0.549, -0.361, 3.217], [-0.132, -1.245, 2.308], [2.724, -2.144, -0.024], [4.076, -2.413, -0.017], [4.915, -1.476, 0.569], [4.372, -0.312, 1.094], [3.006, -0.105, 1.010], [2.195, -1.011, 0.460], [0.574, -3.843, 4.291], [-0.276, -2.227, 6.012], [-0.955, 0.061, 5.270], [-0.835, 0.612, 2.838], [4.447, -3.338, -0.435], [5.981, -1.656, 0.623], [4.997, 0.436, 1.562], [2.544, 0.816, 1.344], [2.177, 0.428, -2.183], [1.188, 0.448, -3.222], [1.609, 0.560, -4.607], [0.276, 0.578, -5.345], [-0.666, 0.011, -4.376], [-2.042, 0.503, -4.483], [-0.041, -0.127, -3.151], [-0.538, -0.743, -2.108], [-1.844, -1.379, -2.327], [-2.045, -2.536, -1.373], [-2.025, -2.003, -0.016], [-2.656, -2.643, 0.940], [-3.054, -2.028, 2.095], [-3.549, -0.661, 2.092], [-3.699, -3.011, 2.973], [-3.932, -4.214, 2.060], [-2.984, -3.951, 0.982], [-2.388, -5.012, 0.190], [2.925, 1.189, -2.409], [2.677, -0.541, -2.098], [1.718, 0.714, -1.240], [2.227, -0.298, -4.894], [2.188, 1.470, -4.762], [0.298, -0.010, -6.261], [-0.018, 1.600, -5.597], [-2.042, 1.412, -5.087], [-2.447, 0.770, -3.511], [-2.697, -0.225, -4.961], [-1.923, -1.775, -3.341], [-2.658, -0.671, -2.162], [-1.254, -3.274, -1.536], [-3.008, -2.996, -1.611], [-2.955, -0.061, 1.412], [-4.597, -0.612, 1.780], [-3.462, -0.244, 3.095], [-4.617, -2.604, 3.392], [-3.029, -3.271, 3.796], [-4.954, -4.268, 1.677], [-3.697, -5.157, 2.551], [-2.324, -5.908, 0.806], [-1.378, -4.730, -0.094], [-2.971, -5.249, -0.701], [3.930, 4.344, -0.350], [2.733, 4.668, 0.540], [1.443, 3.344, 0.452], [0.622, 3.776, -1.158], [-0.302, 4.987, -1.224], [0.244, 3.878, 1.767], [0.158, 5.356, 2.140], [4.706, 5.106, -0.261], [3.646, 4.293, -1.404], [4.369, 3.380, -0.082], [2.320, 5.647, 0.286], [3.056, 4.733, 1.583], [0.097, 2.883, -1.502], [1.454, 3.914, -1.858], [-1.118, 4.906, -0.505], [-0.753, 5.068, -2.214], [0.237, 5.916, -1.029], [0.510, 3.299, 2.658], [-0.734, 3.499, 1.455], [1.115, 5.731, 2.504], [-0.573, 5.505, 2.937], [-0.140, 5.976, 1.297], [-3.134, 2.200, -0.680], [-1.823, 1.461, -0.180], [-0.846, 0.907, 0.205]], "lowdin_charge": [1.05, 0.13, -0.45, 0.02, -0.46, 0.12, -0.18, 0.02, -0.03, -0.03, -0.11, 0.03, -0.21, 0.03, -0.02, -0.02, -0.11, 0.03, 0.13, 0.12, 0.12, 0.11, 0.13, 0.12, 0.11, 0.07, -0.03, -0.08, -0.11, -0.11, -0.08, -0.03, -0.33, 0.03, -0.22, -0.22, -0.01, -0.36, -0.08, -0.03, -0.09, -0.09, -0.06, -0.01, 0.10, 0.10, 0.04, 0.13, 0.13, 0.13, 0.12, 0.09, 0.06, 0.10, 0.12, 0.10, 0.10, 0.13, 0.03, 0.10, 0.09, 0.13, 0.12, 0.13, 0.13, 0.10, 0.07, 0.10, -0.17, -0.44, 0.95, -0.42, -0.15, -0.43, -0.15, 0.07, 0.05, 0.05, 0.08, 0.07, 0.03, 0.06, 0.05, 0.07, 0.07, 0.06, 0.05, 0.06, 0.07, 0.05, 0.67, -0.98, -0.05], "lumo_energy_ha": [-0.1004, -0.0987], "homo_lumo_gap_ev": [7.56, 7.60], "total_charge": 1, "multiplicity": 2}

2.
{"formula": "C31H47N4Tl", "method": "wB97M-V/def2-TZVPD", "symbols": ["Tl", "C", "C", "N", "C", "C", "N", "C", "C", "N", "H", "H", "H", "H", "H", "H", "H", "H", "H", "H", "H", "H", "H", "H", "H", "C", "C", "C", "C", "C", "C", "C", "H", "H", "H", "H", "H", "H", "H", "H", "C", "C", "C", "C", "C", "C", "C", "C", "N", "C", "C", "C", "C", "C", "C", "C", "C", "C", "C", "H", "H", "H", "H", "H", "H", "H", "H", "H", "H", "H", "H", "H", "H", "H", "H", "H", "H", "H", "H", "H", "H", "H", "H"], "positions_angstrom": [[1.672, -0.858, -2.269], [0.072, -3.963, -2.984], [1.327, -4.190, -2.147], [2.475, -3.386, -2.597], [2.946, -3.688, -3.961], [3.091, -2.436, -4.817], [1.890, -1.586, -4.785], [0.691, -2.191, -5.390], [-0.539, -2.086, -4.495], [-0.274, -2.539, -3.121], [-0.745, -4.519, -2.518], [0.193, -4.401, -3.974], [1.552, -5.263, -2.154], [1.122, -3.914, -1.110], [3.235, -3.530, -1.943], [2.257, -4.392, -4.430], [3.911, -4.196, -3.935], [3.353, -2.737, -5.837], [3.920, -1.836, -4.434], [2.107, -0.719, -5.263], [0.898, -3.236, -5.624], [0.458, -1.719, -6.347], [-1.361, -2.640, -4.962], [-0.852, -1.040, -4.436], [-1.088, -2.332, -2.555], [2.830, 1.799, -5.473], [3.248, 1.690, -4.031], [4.321, 0.887, -3.651], [4.752, 0.842, -2.329], [4.116, 1.612, -1.365], [3.042, 2.413, -1.729], [2.607, 2.443, -3.046], [3.143, 2.757, -5.891], [1.745, 1.746, -5.586], [3.291, 1.023, -6.087], [4.855, 0.322, -4.408], [5.607, 0.233, -2.062], [4.469, 1.603, -0.342], [2.550, 3.030, -0.989], [1.780, 3.087, -3.324], [-1.818, 1.590, 7.718], [-0.946, 1.193, 6.559], [0.403, 0.821, 6.775], [1.302, 0.420, 5.777], [2.709, 0.024, 6.119], [0.815, 0.403, 4.497], [-0.553, 0.772, 4.188], [-1.417, 1.172, 5.279], [-0.820, 0.693, 2.919], [-2.075, 0.990, 2.283], [-3.204, 0.053, 2.788], [-4.508, 0.399, 2.060], [-4.333, 0.187, 0.556], [-3.225, 1.109, 0.043], [-3.605, 2.568, 0.299], [-3.778, 2.782, 1.803], [-4.877, 1.859, 2.338], [-2.460, 2.479, 2.520], [-1.914, 0.781, 0.766], [-1.224, 1.835, 8.596], [-2.489, 0.773, 7.986], [-2.428, 2.456, 7.467], [0.769, 0.855, 7.797], [3.071, 0.571, 6.988], [3.384, 0.219, 5.288], [2.760, -1.041, 6.352], [1.426, 0.122, 3.649], [-2.437, 1.464, 5.083], [-3.347, 0.149, 3.863], [-2.916, -0.984, 2.590], [-5.291, -0.260, 2.441], [-5.271, 0.403, 0.040], [-4.086, -0.859, 0.350], [-3.081, 0.953, -1.029], [-4.534, 2.812, -0.221], [-2.832, 3.237, -0.092], [-4.038, 3.824, 2.003], [-5.827, 2.098, 1.855], [-5.020, 2.018, 3.411], [-2.566, 2.695, 3.584], [-1.656, 3.112, 2.137], [-1.102, 1.418, 0.403], [-1.627, -0.258, 0.573]], "lowdin_charge": [0.88, -0.19, -0.21, -0.14, -0.18, -0.20, -0.13, -0.18, -0.21, -0.15, 0.13, 0.11, 0.13, 0.11, 0.11, 0.11, 0.13, 0.13, 0.10, 0.08, 0.11, 0.13, 0.13, 0.12, 0.11, -0.04, -0.32, -0.09, -0.11, -0.12, -0.11, -0.08, 0.10, 0.08, 0.08, 0.11, 0.11, 0.11, 0.11, 0.12, -0.01, -0.21, 0.12, -0.22, -0.02, 0.11, -0.22, 0.08, 0.27, -0.42, -0.06, -0.28, -0.11, -0.29, -0.11, -0.28, -0.10, -0.06, -0.09, 0.09, 0.10, 0.10, 0.15, 0.09, 0.09, 0.10, 0.14, 0.11, 0.11, 0.13, 0.15, 0.13, 0.12, 0.14, 0.13, 0.12, 0.15, 0.13, 0.13, 0.11, 0.14, 0.12, 0.12], "lumo_energy_ha": -0.2933, "homo_lumo_gap_ev": 5.53, "total_charge": 2}

3.
{"formula": "C31H47NO3P2SSm", "method": "wB97M-V/def2-TZVPD", "symbols": ["Sm", "C", "C", "C", "C", "C", "C", "H", "H", "H", "C", "H", "H", "H", "C", "H", "H", "H", "C", "H", "H", "H", "C", "H", "H", "H", "C", "C", "C", "C", "C", "C", "C", "C", "H", "H", "H", "H", "H", "H", "H", "H", "H", "H", "H", "H", "P", "P", "C", "C", "H", "H", "H", "H", "C", "H", "H", "H", "C", "H", "H", "H", "C", "H", "H", "H", "C", "H", "H", "H", "O", "C", "N", "S", "O", "O", "C", "C", "C", "C", "C", "C", "H", "H", "H", "H"], "positions_angstrom": [[-0.682, 0.358, 0.288], [-0.739, -2.153, 1.023], [0.612, -2.222, 0.565], [0.546, -0.739, 2.337], [-0.775, -1.263, 2.159], [1.401, -1.354, 1.367], [-1.913, -2.827, 0.413], [-1.670, -3.246, -0.575], [-2.774, -2.142, 0.289], [-2.261, -3.661, 1.045], [-1.999, -0.736, 2.812], [-2.894, -0.887, 2.184], [-1.904, 0.344, 3.039], [-2.212, -1.233, 3.768], [0.931, 0.336, 3.278], [1.043, -0.030, 4.310], [0.189, 1.152, 3.301], [1.897, 0.774, 2.988], [2.870, -1.174, 1.274], [3.392, -1.767, 2.046], [3.169, -0.124, 1.429], [3.265, -1.506, 0.302], [1.132, -3.099, -0.509], [1.546, -4.026, -0.083], [1.944, -2.619, -1.077], [0.347, -3.395, -1.216], [-2.157, 0.969, -7.121], [-2.071, -0.354, -7.169], [-1.091, -1.170, -7.966], [0.207, -0.444, -8.400], [1.020, 0.103, -7.258], [0.914, 1.279, -6.645], [-0.033, 2.393, -6.983], [-1.288, 1.995, -7.797], [-1.580, -1.554, -8.878], [-0.015, 0.294, -9.179], [-0.804, -2.058, -7.381], [-1.004, 1.730, -8.822], [-2.986, 1.433, -6.562], [-2.841, -0.962, -6.667], [-1.900, 2.908, -7.875], [-0.367, 2.874, -6.049], [1.646, 1.539, -5.865], [0.502, 3.174, -7.552], [0.837, -1.212, -8.876], [1.818, -0.590, -6.951], [-1.201, 0.072, -2.428], [1.661, 1.458, -1.209], [-0.260, 1.350, -3.378], [0.634, 2.277, -2.534], [-1.014, 1.923, -3.934], [0.328, 0.822, -4.142], [1.333, 2.818, -3.179], [0.036, 3.037, -2.013], [2.536, 2.781, -0.275], [3.160, 2.276, 0.482], [1.817, 3.427, 0.252], [3.189, 3.413, -0.899], [3.026, 0.610, -2.119], [3.517, 1.228, -2.893], [2.631, -0.293, -2.616], [3.815, 0.289, -1.415], [-2.947, 0.654, -2.262], [-3.457, -0.021, -1.545], [-3.504, 0.650, -3.213], [-2.967, 1.674, -1.832], [-1.267, -1.521, -3.309], [-0.269, -1.995, -3.274], [-1.579, -1.434, -4.364], [-1.972, -2.199, -2.795], [-2.988, 1.287, 0.712], [-2.462, 2.322, 1.236], [-1.125, 2.535, 0.990], [-0.444, 3.854, 1.709], [0.683, 3.376, 2.487], [-0.217, 4.848, 0.684], [-1.905, 4.088, 2.682], [-1.941, 4.764, 3.894], [-3.150, 4.774, 4.605], [-4.244, 4.023, 4.148], [-4.148, 3.222, 3.004], [-2.955, 3.274, 2.255], [-1.029, 5.253, 4.232], [-3.225, 5.386, 5.508], [-5.181, 4.076, 4.704], [-4.958, 2.581, 2.640]], "lowdin_charge": [1.51, -0.34, -0.27, -0.32, -0.36, -0.27, -0.04, 0.07, 0.08, 0.10, -0.05, 0.08, 0.07, 0.10, -0.04, 0.10, 0.06, 0.08, -0.04, 0.10, 0.07, 0.07, -0.04, 0.10, 0.07, 0.06, -0.11, -0.13, -0.18, -0.20, -0.10, -0.14, -0.18, -0.20, 0.12, 0.10, 0.11, 0.10, 0.10, 0.10, 0.11, 0.10, 0.10, 0.12, 0.11, 0.11, 0.78, 0.81, -0.39, -0.40, 0.08, 0.06, 0.09, 0.08, -0.25, 0.05, 0.01, 0.06, -0.25, 0.06, 0.04, 0.05, -0.26, 0.04, 0.06, 0.05, -0.24, 0.05, 0.04, 0.05, -0.11, -0.48, -0.24, 0.66, -0.29, -0.28, -0.21, -0.02, -0.03, -0.04, 0.02, -0.12, 0.13, 0.12, 0.12, 0.13], "lumo_energy_ha": [-0.1108, -0.1099], "homo_lumo_gap_ev": [7.49, 7.53], "total_charge": 1, "multiplicity": 6}

| no. | F_max (Eh/bohr) | total energy (eV) |
| --- | --- | --- |
| 1 | 0.01891 | -95144.453 |
| 2 | 0.00282 | -43550.499 |
| 3 | 0.03560 | -87854.490 |